(1)
{"formula": "C5H9NO", "method": "ωB97M-V with the def2-TZVPD basis set", "gap_ha": 0.38191, "homo_energy_ev": -9.25, "relative_energy_kcal_mol": 67.72, "e_tot_ev": -8866.2762, "smiles": "C[C@H]1N[C@H]1[C@H]1CO1", "symbols": ["C", "C", "N", "C", "C", "C", "O", "H", "H", "H", "H", "H", "H", "H", "H", "H"], "xyz": [[1.7741, 0.6577, 0.9670], [1.4237, -0.4683, 0.0241], [0.4417, -1.4835, 0.4164], [0.1468, -0.6095, -0.7171], [-0.9975, 0.3601, -0.6460], [-2.3634, -0.1472, -0.5043], [-1.6896, 0.4704, 0.5896], [2.2382, 1.4997, 0.4410], [2.5004, 0.2898, 1.7016], [0.8992, 1.0285, 1.5113], [2.2929, -0.9008, -0.4726], [-0.0824, -1.1267, 1.2178], [0.1911, -1.1208, -1.6796], [-0.8615, 1.3095, -1.1674], [-3.1999, 0.4156, -0.9186], [-2.5217, -1.2213, -0.4058]], "nbo_charge": [-0.633, -0.067, -0.579, -0.120, 0.038, -0.108, -0.497, 0.216, 0.217, 0.218, 0.192, 0.356, 0.202, 0.191, 0.184, 0.188]}

(2)
{"formula": "HI2P", "method": "ωB97M-V with the def2-TZVPD basis set", "gap_ha": [0.28987, 0.27751], "homo_energy_ev": [-9.72, -8.43], "relative_energy_kcal_mol": 77.42, "e_tot_ev": -25503.5793, "symbols": ["P", "I", "I", "H"], "xyz": [[-1.3010, -2.6443, 0.2155], [-1.3604, -3.2343, -2.0919], [-3.5995, -1.7770, 0.5987], [1.2050, -0.9598, -0.4742]], "nbo_charge": [0.145, -0.053, -0.101, 0.009]}

(3)
{"formula": "C21H24N3O3RuS3Si", "method": "ωB97M-V with the def2-TZVPD basis set", "gap_ha": [0.21151, 0.19634], "homo_energy_ev": [-6.64, -6.24], "relative_energy_kcal_mol": 49.68, "e_tot_ev": -75739.5030, "s2": 1.033, "spin_multiplicity": 2, "symbols": ["Ru", "O", "N", "N", "O", "C", "C", "C", "C", "C", "C", "H", "H", "H", "H", "H", "C", "Si", "C", "C", "C", "C", "C", "C", "C", "H", "H", "H", "H", "H", "H", "H", "H", "H", "H", "H", "S", "C", "N", "C", "C", "C", "C", "H", "H", "H", "H", "H", "C", "O", "C", "S", "S", "H", "H", "H"], "xyz": [[0.0765, 0.0471, 1.7589], [0.1281, -0.2883, -1.1245], [0.9720, -1.3010, -1.5303], [1.6212, -1.8222, -0.5404], [1.5946, -1.3511, 0.6587], [2.3266, -3.0042, -0.7507], [2.4909, -3.5481, -2.0273], [3.1493, -4.7527, -2.1638], [3.6444, -5.4215, -1.0516], [3.5076, -4.8574, 0.2089], [2.8550, -3.6549, 0.3684], [2.1134, -3.0136, -2.8833], [3.2851, -5.1741, -3.1484], [4.1612, -6.3620, -1.1668], [3.9122, -5.3559, 1.0754], [2.7418, -3.2011, 1.3419], [-1.4911, 1.5652, -0.1333], [0.2901, 1.3425, -0.8369], [1.7682, 1.8381, 0.2927], [0.2674, 2.4735, -2.3490], [0.8345, 3.7413, -2.2607], [0.6011, 4.6968, -3.2321], [-0.2101, 4.3995, -4.3135], [-0.7417, 3.1272, -4.4438], [-0.4985, 2.1733, -3.4714], [-1.6240, 2.5881, 0.2032], [-1.7497, 0.8810, 0.7024], [-2.2099, 1.3793, -0.9266], [1.5730, 2.7955, 0.7712], [2.6796, 1.9336, -0.2921], [1.9823, 1.1026, 1.0955], [1.4483, 3.9951, -1.4109], [1.0447, 5.6780, -3.1401], [-0.4226, 5.1561, -5.0561], [-1.3561, 2.8868, -5.3003], [-0.9178, 1.1830, -3.5756], [0.4883, -1.7144, 3.5273], [-0.8374, -2.3496, 2.6431], [-1.9468, -1.4961, 2.4900], [-3.0855, -1.9422, 1.8434], [-3.1266, -3.1815, 1.2831], [-2.0267, -4.0485, 1.4072], [-0.8956, -3.6189, 2.0943], [-2.0497, -0.7665, 3.1993], [-3.9083, -1.2468, 1.7951], [-4.0110, -3.4965, 0.7555], [-2.0687, -5.0416, 0.9920], [-0.0392, -4.2623, 2.2158], [-2.9789, 4.4834, 3.1924], [-2.2902, 3.2611, 3.3883], [-1.0471, 3.1541, 2.9246], [-0.3046, 4.2826, 1.9736], [-0.2427, 1.7458, 3.4756], [-4.0218, 4.2830, 3.4252], [-2.8707, 4.8284, 2.1610], [-2.5846, 5.2508, 3.8652]], "lowdin_spin": [1.018, -0.005, -0.016, 0.004, 0.013, 0.000, 0.001, 0.000, 0.001, 0.000, 0.001, 0.000, 0.000, 0.000, 0.000, 0.000, -0.002, -0.004, 0.015, -0.001, 0.000, 0.000, 0.000, 0.000, 0.000, 0.000, -0.001, 0.000, 0.000, 0.001, 0.006, 0.000, 0.000, 0.000, 0.000, 0.000, -0.012, -0.007, 0.007, -0.013, 0.010, -0.020, 0.014, -0.001, -0.001, 0.001, -0.001, 0.001, 0.000, -0.002, -0.005, -0.003, 0.002, 0.000, 0.000, 0.000]}